Entry 1:
The following is a DFT calculation (ωB97M-V/def2-TZVPD) of a molecular structure, C23H67N11O8 in a non-equilibrium geometry.

## Properties
- gap between HOMO and LUMO (Ha) = 0.2151
- E_HOMO (eV) = -6.35
- ΔE to the lowest compared entry with this formula, charge and spin (eV) = 37.130
- lowest unoccupied orbital energy (eV) = -0.5
- largest force on an atom (hartree/bohr) = 0.3855
- total charge = 0

XYZ file:
```
109
Properties=species:S:1:pos:R:3:lowdin_charge:R:1
C -6.161 -12.092 -1.116 -0.032
C -6.561 -12.748 -2.469 -0.302
C -7.882 -13.405 -2.257 -0.141
O -8.305 -14.107 -3.343 -0.162
C -7.799 -15.320 -3.798 -0.007
N -6.550 -11.723 -3.511 0.097
H -6.885 -11.364 -0.751 0.078
H -5.305 -11.418 -1.132 0.087
H -6.099 -12.915 -0.404 0.084
H -5.861 -13.577 -2.572 0.137
H -8.564 -12.587 -2.028 0.156
H -7.770 -14.140 -1.460 0.163
H -7.604 -16.123 -3.088 0.114
H -6.852 -14.994 -4.231 0.092
H -8.416 -15.679 -4.622 0.106
H -5.571 -11.505 -3.624 0.145
H -6.950 -12.070 -4.371 0.110
C -7.709 -10.298 -7.310 -0.095
C -7.130 -9.743 -8.537 -0.334
C -6.854 -10.817 -9.659 -0.143
O -5.561 -11.552 -9.468 -0.218
C -4.760 -11.639 -10.661 -0.104
N -8.104 -8.725 -9.009 0.049
H -8.028 -9.558 -6.577 0.101
H -7.028 -11.005 -6.836 0.118
H -8.676 -10.779 -7.453 0.056
H -6.172 -9.246 -8.383 0.140
H -6.856 -10.381 -10.658 0.089
H -7.703 -11.459 -9.894 0.076
H -5.518 -11.949 -11.381 0.083
H -4.012 -12.422 -10.536 0.077
H -4.177 -10.734 -10.831 0.086
H -8.975 -9.232 -9.076 -0.009
H -7.872 -8.449 -9.952 0.069
C -10.467 -9.127 -7.183 -0.075
C -11.358 -9.479 -8.386 -0.291
C -10.788 -10.838 -9.002 -0.139
O -9.523 -10.538 -9.565 -0.313
C -9.526 -10.745 -10.991 -0.059
N -12.794 -9.588 -8.013 0.057
H -9.384 -9.160 -7.298 0.039
H -10.773 -9.906 -6.484 0.056
H -10.755 -8.259 -6.592 0.096
H -11.178 -8.617 -9.027 0.135
H -11.503 -11.137 -9.767 0.123
H -10.741 -11.596 -8.220 0.073
H -10.400 -10.344 -11.505 0.103
H -9.442 -11.795 -11.269 0.097
H -8.660 -10.150 -11.280 0.078
H -12.734 -9.931 -7.065 -0.198
H -13.211 -8.702 -7.766 0.046
C -12.180 -13.650 -4.311 -0.062
C -12.300 -12.684 -5.454 -0.384
C -12.058 -11.195 -4.975 -0.033
O -12.477 -10.204 -6.040 -0.209
C -12.677 -8.916 -5.457 -0.067
N -11.455 -13.030 -6.548 0.083
H -12.890 -13.662 -3.484 0.081
H -11.183 -13.588 -3.876 0.064
H -12.139 -14.715 -4.536 0.074
H -13.340 -12.669 -5.779 0.132
H -11.020 -11.097 -4.655 0.091
H -12.606 -10.940 -4.068 0.126
H -13.494 -8.949 -4.737 0.112
H -12.947 -8.175 -6.209 0.098
H -11.803 -8.439 -5.014 0.057
H -11.614 -14.005 -6.758 0.093
H -10.485 -13.083 -6.272 -0.281
C -9.948 -8.719 -3.303 -0.066
C -9.969 -7.382 -2.507 -0.380
C -11.234 -6.490 -2.669 -0.286
O -11.318 -5.943 -3.881 -0.170
C -12.376 -4.937 -3.935 -0.071
N -9.743 -7.715 -1.145 0.021
H -10.644 -9.431 -2.858 0.108
H -8.986 -9.228 -3.361 0.034
H -10.113 -8.415 -4.337 0.076
H -9.187 -6.771 -2.957 0.138
H -10.998 -5.688 -1.969 0.117
H -12.094 -7.081 -2.354 0.126
H -12.273 -4.009 -3.373 0.084
H -13.291 -5.430 -3.607 0.078
H -12.600 -4.700 -4.975 0.080
H -8.830 -8.126 -1.020 -0.147
H -9.720 -6.836 -0.647 0.076
C -8.873 -13.808 -6.999 -0.566
O -9.546 -13.290 -6.183 0.072
N -7.750 -14.409 -6.670 0.244
N -8.983 -13.483 -8.268 0.269
H -7.301 -14.886 -7.439 0.137
H -7.340 -14.406 -5.747 0.082
H -8.710 -14.180 -8.946 0.140
H -9.745 -12.861 -8.497 0.091
C -8.959 -11.429 -4.579 -0.518
O -8.670 -10.600 -3.730 -0.090
N -8.778 -12.729 -4.377 0.166
N -9.299 -11.056 -5.831 0.079
H -8.492 -13.178 -3.519 -0.222
H -8.915 -13.281 -5.211 -0.057
H -9.647 -11.796 -6.423 0.070
H -9.161 -10.130 -6.211 0.032
C -7.747 -9.369 -1.895 -0.666
O -7.711 -8.349 -1.275 0.107
N -6.737 -9.958 -2.446 0.148
N -8.885 -10.087 -1.949 0.063
H -6.926 -10.799 -2.972 -0.168
H -5.812 -9.561 -2.371 0.133
H -9.637 -9.551 -1.541 0.071
H -9.154 -10.794 -2.619 0.000
```

Entry 2:
The following is a DFT calculation (ωB97M-V/def2-TZVPD) of a molecular structure, C30H28N3ORbS4.

## Properties
- gap between HOMO and LUMO (Ha) = 0.1552
- E_HOMO (eV) = -0.59
- ΔE to the lowest compared entry with this formula, charge and spin (eV) = 0.222
- lowest unoccupied orbital energy (eV) = 3.6
- largest force on an atom (hartree/bohr) = 0.0145
- total charge = -2

XYZ file:
```
67
Properties=species:S:1:pos:R:3:lowdin_charge:R:1
Rb -2.401 1.473 0.159 0.499
O -2.392 6.937 -5.331 -0.152
C -2.507 6.035 -4.518 -1.101
S -3.332 6.184 -2.975 0.869
C -3.110 4.528 -2.375 -1.253
C -2.424 3.701 -3.197 -1.237
S -1.987 2.026 -2.985 0.268
S -1.874 4.413 -4.728 0.868
S -3.795 4.236 -0.798 0.199
C -1.620 -1.461 -4.059 -0.040
C -2.386 -2.191 -2.993 -0.204
C -3.464 -3.000 -3.338 -0.058
C -4.206 -3.674 -2.381 -0.101
C -3.877 -3.536 -1.043 -0.063
C -2.815 -2.729 -0.653 -0.209
C -2.460 -2.547 0.796 -0.039
C -2.064 -2.071 -1.634 -0.201
N -1.034 -1.207 -1.189 0.166
C 0.194 -1.471 -1.403 -0.259
C 0.752 -2.691 -2.088 -0.006
C 1.220 -0.508 -0.868 -0.276
C 2.018 0.252 -1.892 0.006
N 1.330 -0.476 0.394 0.199
C 2.341 0.267 1.053 -0.196
C 2.278 1.651 1.179 -0.212
C 1.143 2.427 0.601 -0.026
C 3.260 2.285 1.934 -0.049
C 4.269 1.571 2.556 -0.096
C 4.309 0.192 2.430 -0.065
C 3.349 -0.474 1.682 -0.218
C 3.342 -1.973 1.566 -0.047
H -2.109 -1.588 -5.025 0.077
H -0.594 -1.821 -4.159 0.063
H -1.588 -0.391 -3.841 -0.004
H -3.730 -3.086 -4.385 0.103
H -5.048 -4.289 -2.675 0.091
H -4.459 -4.044 -0.282 0.102
H -3.264 -2.903 1.440 0.079
H -2.277 -1.496 1.019 0.046
H -1.543 -3.083 1.054 0.086
H -0.037 -3.400 -2.333 0.083
H 1.475 -3.166 -1.420 0.085
H 1.281 -2.419 -3.003 0.078
H 1.336 0.794 -2.553 0.089
H 2.601 -0.441 -2.504 0.081
H 2.694 0.956 -1.412 0.081
H 0.915 2.147 -0.429 0.066
H 1.355 3.496 0.621 0.088
H 0.236 2.256 1.205 0.040
H 3.207 3.362 2.049 0.108
H 5.008 2.082 3.161 0.094
H 5.072 -0.380 2.945 0.102
H 4.148 -2.412 2.154 0.070
H 3.452 -2.296 0.527 0.068
H 2.387 -2.369 1.918 0.073
N 3.271 -0.021 6.429 0.100
C 2.373 0.168 5.729 -0.227
C 1.259 0.396 4.858 -0.284
C 0.717 1.673 4.704 -0.082
C -0.355 1.865 3.843 -0.196
C -0.959 0.854 3.058 -0.169
C -0.369 -0.413 3.278 -0.188
C 0.692 -0.658 4.137 -0.085
H 1.148 2.504 5.255 0.099
H -0.726 2.887 3.761 0.071
H -0.730 -1.280 2.730 0.046
H 1.108 -1.656 4.247 0.098
```

Entry 3:
The following is a DFT calculation (ωB97M-V/def2-TZVPD) of a single C2H4N2O2 molecule in a non-equilibrium geometry.

## Properties
- gap between HOMO and LUMO (Ha) = 0.3677
- E_HOMO (eV) = -9.76
- ΔE to the lowest compared entry with this formula, charge and spin (eV) = 4.060
- lowest unoccupied orbital energy (eV) = 0.3
- largest force on an atom (hartree/bohr) = 0.1137
- total charge = 0

XYZ file:
```
10
Properties=species:S:1:pos:R:3:lowdin_charge:R:1
H -1.861 -2.185 0.370 0.084
N -0.945 -1.691 0.477 0.095
N -0.782 -0.695 -0.250 -0.020
C 0.348 0.015 -0.291 -0.474
O 1.397 -0.293 0.560 0.008
C 0.116 1.557 -0.263 -0.193
O -0.651 2.230 -0.864 0.100
H 0.565 0.032 -1.357 0.170
H 0.944 -0.939 1.143 0.089
H 0.869 1.969 0.475 0.141
```

Entry 4:
The following is a DFT calculation (ωB97M-V/def2-TZVPD) of 8 unconnected molecules or ions with the total composition H16O8.

## Properties
- gap between HOMO and LUMO (Ha) = 0.4164
- E_HOMO (eV) = -11.28
- ΔE to the lowest compared entry with this formula, charge and spin (eV) = 2.733
- lowest unoccupied orbital energy (eV) = 0.0
- largest force on an atom (hartree/bohr) = 0.0072
- total charge = 0

XYZ file:
```
24
Properties=species:S:1:pos:R:3:lowdin_charge:R:1
O -18.794 -23.169 -1.786 -0.054
H -19.219 -24.018 -1.664 0.029
H -18.183 -23.308 -2.510 0.025
O -18.154 -17.226 3.685 -0.052
H -17.914 -17.196 2.759 0.017
H -19.045 -17.574 3.691 0.030
O -13.901 -18.332 4.035 -0.052
H -14.844 -18.174 4.008 0.022
H -13.773 -19.116 3.500 0.026
O -17.261 -16.569 -0.230 -0.052
H -17.913 -16.940 -0.825 0.032
H -16.792 -15.924 -0.760 0.033
O -14.179 -19.702 -0.349 -0.054
H -14.731 -18.987 -0.033 0.022
H -14.777 -20.269 -0.836 0.028
O -10.283 -21.967 -1.901 -0.057
H -9.442 -22.072 -1.457 0.029
H -10.582 -21.094 -1.647 0.029
O -13.818 -21.791 -4.919 -0.051
H -14.511 -22.441 -4.809 0.027
H -13.095 -22.118 -4.383 0.030
O -15.803 -18.099 -4.808 -0.055
H -15.562 -19.015 -4.943 0.020
H -14.971 -17.653 -4.650 0.029
```